Entry from the Open Molecules 2025 dataset: a molecular structure, C35H34ClN5O8SZr (ωB97M-V/def2-TZVPD).

Positions of all 85 atoms, in Å:
Zr  -0.6278  -0.2848  0.0098
O  1.0904  0.7856  -0.2254
C  2.0538  1.3119  0.4895
C  2.6841  2.4932  0.0629
C  3.7247  3.0365  0.7804
C  4.1889  2.4254  1.9523
C  3.5712  1.2783  2.3888
C  2.4981  0.7141  1.6833
C  1.8957  -0.4948  2.1905
N  0.8715  -1.0980  1.7231
C  0.5002  -2.3497  2.3850
C  -1.0065  -2.5279  2.2951
N  -1.3294  -2.3331  0.8874
C  -1.8472  -3.3095  0.2427
C  -1.9967  -3.3894  -1.1878
C  -2.7829  -4.4114  -1.7388
C  -2.8769  -4.5803  -3.0996
C  -2.1398  -3.7345  -3.9358
C  -1.3361  -2.7446  -3.4179
C  -1.2555  -2.5372  -2.0318
O  -0.4944  -1.5836  -1.5508
H  2.3153  2.9608  -0.8411
H  4.1909  3.9505  0.4336
H  5.0102  2.8562  2.5080
H  3.9080  0.7905  3.2977
H  2.3906  -0.9207  3.0692
H  0.8393  -2.3664  3.4239
H  0.9897  -3.1648  1.8437
H  -1.5161  -1.7746  2.8916
H  -1.2935  -3.5250  2.6380
H  -2.1619  -4.1942  0.8030
H  -3.3244  -5.0698  -1.0682
H  -3.4995  -5.3592  -3.5173
H  -2.1982  -3.8634  -5.0095
H  -0.7620  -2.0889  -4.0601
O  -1.2416  1.9984  0.6348
C  -1.4996  1.5762  1.7757
O  -1.4291  0.3255  2.0306
C  -1.8724  2.5145  2.8758
C  -1.5971  2.1736  4.1940
C  -1.9037  3.0553  5.2156
C  -2.5036  4.2592  4.8907
C  -2.7979  4.6126  3.5849
C  -2.4660  3.7326  2.5703
N  -2.8384  5.2006  5.9751
O  -2.5513  4.8755  7.1121
O  -3.3952  6.2379  5.6701
H  -1.1475  1.2143  4.4102
H  -1.6926  2.8269  6.2495
H  -3.2712  5.5617  3.3835
H  -2.6573  3.9814  1.5353
Cl  -7.0867  1.8607  -5.2602
C  -5.7764  1.4847  -4.1857
C  -4.5373  2.0716  -4.3966
C  -3.4940  1.7640  -3.5409
C  -3.6934  0.8859  -2.4829
C  -4.9417  0.3091  -2.2824
C  -5.9908  0.6039  -3.1368
C  -2.5632  0.5454  -1.5826
O  -2.7790  -0.1553  -0.5332
O  -1.3945  0.9125  -1.8472
H  -4.3998  2.7556  -5.2224
H  -2.5128  2.1972  -3.6822
H  -5.0770  -0.3733  -1.4541
H  -6.9661  0.1584  -2.9990
C  5.0426  -2.0285  0.9978
N  4.8623  -1.4600  -0.3250
C  6.1268  -1.3671  -1.0486
C  3.7073  -1.7505  -1.0222
S  2.6663  -2.9795  -0.5513
N  3.4797  -0.9845  -2.1100
C  4.0110  0.3611  -2.2612
C  2.4138  -1.3025  -3.0469
H  5.8496  -1.4824  1.4897
H  5.2982  -3.0921  0.9545
H  4.1308  -1.9239  1.5769
H  6.6884  -2.2997  -0.9291
H  6.7317  -0.5459  -0.6598
H  5.9624  -1.2122  -2.1087
H  4.4647  0.6994  -1.3339
H  3.1827  1.0292  -2.5029
H  4.7451  0.4200  -3.0695
H  2.2621  -2.3764  -3.0863
H  2.7040  -0.9332  -4.0321
H  1.4743  -0.8355  -2.7489

Atomic forces in eV per Å
-0.011 0.589 -0.108
-0.080 -0.184 -0.175
0.113 0.052 0.012
-0.085 0.032 -0.081
0.038 -0.049 0.086
0.000 0.068 -0.060
-0.012 -0.057 0.042
-0.029 0.007 -0.064
0.027 -0.060 0.014
-0.029 0.001 -0.013
-0.038 0.010 -0.004
0.042 0.001 -0.021
-0.119 0.001 0.030
0.030 0.003 0.016
0.008 0.027 -0.016
0.010 0.017 0.046
0.021 0.025 -0.039
-0.044 -0.060 0.015
0.067 0.113 -0.013
-0.091 -0.071 -0.082
0.090 0.038 0.273
0.006 -0.003 0.005
-0.007 0.000 -0.007
-0.002 -0.004 -0.002
-0.007 -0.002 -0.004
0.011 0.002 0.005
0.011 0.011 0.009
0.018 0.007 -0.013
-0.018 0.006 -0.003
-0.012 -0.014 -0.004
0.001 -0.004 0.012
0.001 0.005 -0.001
0.005 0.002 0.001
0.005 0.009 0.003
-0.009 -0.010 -0.002
0.004 -0.232 -0.035
-0.096 -0.112 0.085
0.021 -0.004 -0.022
0.037 -0.031 0.011
-0.089 -0.009 0.028
-0.011 0.024 0.089
0.069 -0.085 -0.147
-0.029 0.084 0.060
0.058 0.012 -0.038
-0.162 0.063 0.166
-0.011 0.078 -0.189
0.131 -0.147 0.046
0.013 0.009 -0.006
0.001 -0.004 -0.004
0.006 0.003 -0.007
0.001 -0.004 0.004
-0.022 0.005 -0.017
0.062 -0.008 0.045
-0.022 0.016 -0.025
0.038 -0.016 -0.003
-0.058 -0.022 0.014
0.011 0.011 0.015
-0.024 -0.001 -0.008
0.069 0.020 -0.022
0.105 -0.048 -0.008
-0.033 -0.075 0.080
-0.001 -0.002 0.003
-0.010 0.004 -0.005
-0.006 0.000 -0.006
0.003 0.005 0.004
-0.013 0.016 -0.022
0.007 -0.029 -0.004
-0.036 0.062 -0.002
-0.042 -0.075 0.045
0.063 0.022 0.040
0.015 0.000 -0.045
0.021 0.013 0.017
0.012 -0.018 -0.023
-0.013 -0.002 -0.001
0.001 -0.005 -0.003
-0.004 -0.006 0.008
0.001 -0.001 0.008
0.007 0.006 -0.012
-0.031 0.015 -0.030
0.018 -0.025 0.011
-0.004 0.003 0.023
0.007 -0.003 -0.004
0.006 -0.027 -0.003
0.021 -0.003 0.008
-0.007 0.017 0.024

Output
- Kohn-Sham gap (eV) = 7.3
- E (Eh) = -3135.493235
- largest force on an atom (eV/Å) = 0.60
- charge = 0
- ΔE to the lowest compared entry with this formula, charge and spin (kJ/mol) = 0.0
- spin multiplicity = 1

Here are the Löwdin charges for atoms 1 to 4, given in e:
1. Zr 1.959
2. O -0.226
3. C -0.332
4. C -0.018